Entry 1:
Below is an isolated molecule of C6H10Br2O3, with properties calculated with ωB97M-V with the def2-TZVPD basis set.

```
! wB97M-V def2-TZVPD RIJCOSX def2/J DEFGRID3
* xyz 0 1
C -1.2521 -2.0460 -0.8090
C 0.2693 2.7256 -0.6380
C -0.3789 1.6287 0.2391
C -0.1702 0.3156 -0.5451
C -0.5278 -1.0362 0.1216
C 0.7039 -1.5622 0.9738
O -0.8653 -2.9282 -1.4924
O 0.6657 -2.9263 1.0278
O 1.9512 -1.1293 0.6486
Br -3.0835 -1.5026 -1.0635
Br 0.5469 -0.6833 2.8353
H 0.8762 3.5297 -0.1362
H -0.4226 3.2852 -1.2900
H 1.0577 2.3353 -1.2276
H -0.1146 1.8243 1.2477
H -1.4166 1.9264 0.1643
H 0.8039 0.1898 -1.1569
H -0.9898 0.2428 -1.3525
H -1.2461 -0.6578 0.7405
H 1.4356 -3.2154 1.5035
H 2.1573 -0.3161 0.2089
*
```

Computed properties:
**Lowest unoccupied orbital energy**: 0.017 Ha
**Energy above the lowest of the compared OMol25 structures with the same formula, charge and spin**: 1.660 eV


Entry 2:
Below is a cluster of 10 separate species, C32H95N9O2 in total, with properties calculated with ωB97M-V with the def2-TZVPD basis set.

```
! wB97M-V def2-TZVPD RIJCOSX def2/J DEFGRID3
* xyz 2 1
N -3.3735 2.4302 3.1456
H -2.5542 2.6694 3.7105
H -3.7934 3.2699 2.7538
H -4.0037 2.0057 3.8255
H -3.0047 1.7691 2.3816
N -3.2096 -1.1409 -3.6783
H -2.6943 -2.0073 -3.8223
H -3.1477 -0.6138 -4.5466
H -2.7410 -0.5623 -2.8714
H -4.1693 -1.3100 -3.3958
N -3.6088 -1.4717 1.4542
H -4.1421 -1.7233 0.6221
H -4.3310 -1.2789 2.1458
H -3.1116 -0.5510 1.2367
H -3.0216 -2.3094 1.7387
N -3.8378 2.4163 -0.8215
H -4.7710 2.2065 -0.4871
H -3.5401 1.7091 -1.5399
H -3.1929 2.1093 -0.0501
H -3.6491 3.3953 -1.1788
O -2.3007 0.5539 -1.9178
C -1.3860 0.0896 -0.9965
C -1.2571 0.8513 0.3278
O -2.4690 1.0025 1.0764
H -0.3235 -0.0307 -1.2834
H -1.5902 -0.9659 -0.6914
H -0.8277 1.8596 0.2533
H -0.5850 0.2531 0.9621
C 4.0086 -2.2382 3.3362
C 3.1180 -0.9955 3.3715
N 3.9380 0.1972 3.2007
C 3.4006 1.2752 2.4017
C 3.0222 0.8959 0.9837
C 4.5663 0.6512 4.4289
C 6.0012 1.1258 4.2114
H 4.9486 -2.0515 2.8179
H 3.5607 -3.1128 2.8547
H 4.2976 -2.5901 4.3304
H 2.4325 -1.0595 2.5248
H 2.5557 -0.9357 4.3141
H 2.5456 1.7811 2.8980
H 4.1723 2.0473 2.3743
H 2.1570 0.2416 0.8832
H 2.6930 1.8538 0.5595
H 3.8361 0.5914 0.3270
H 4.6167 -0.1438 5.1771
H 3.9787 1.4385 4.9299
H 6.0570 1.9251 3.4683
H 6.7654 0.3846 4.0037
H 6.2528 1.6685 5.1312
C 1.7109 -2.5781 -0.5814
C 2.9165 -3.5171 -0.6097
N 2.5351 -4.8991 -0.3157
C 1.9111 -5.5664 -1.4576
C 1.2826 -6.9083 -1.0695
C 3.6543 -5.6762 0.2322
C 4.8150 -5.9822 -0.7167
H 1.0065 -2.8184 0.2192
H 1.1923 -2.6554 -1.5402
H 2.0390 -1.5501 -0.4265
H 3.3850 -3.4984 -1.6022
H 3.5826 -3.1808 0.1856
H 2.4544 -5.5461 -2.4112
H 1.0309 -4.9288 -1.6284
H 1.9675 -7.7480 -1.1150
H 0.3786 -7.0187 -1.6741
H 0.8151 -6.7840 -0.0889
H 4.0429 -5.0895 1.0711
H 3.2781 -6.5827 0.7099
H 4.5422 -6.6517 -1.5297
H 5.3191 -5.0923 -1.0921
H 5.5443 -6.4679 -0.0621
C -4.2504 -4.3884 2.9474
C -2.9538 -3.7257 3.3904
N -1.8803 -3.5717 2.4060
C -0.6508 -3.1504 3.1103
C -0.7049 -1.7618 3.7172
C -1.5819 -4.7849 1.6191
C -2.3427 -4.7192 0.2808
H -4.1413 -5.3350 2.4233
H -4.8148 -3.7641 2.2430
H -4.8602 -4.5346 3.8363
H -3.1427 -2.8395 3.9992
H -2.5618 -4.3983 4.1793
H -0.4974 -3.9011 3.9006
H 0.2100 -3.1786 2.4444
H -1.4313 -1.6549 4.5249
H 0.2591 -1.4598 4.1199
H -0.9791 -1.0720 2.9095
H -1.8231 -5.6977 2.1661
H -0.5623 -4.6950 1.2524
H -1.9035 -3.8991 -0.2890
H -3.4264 -4.5848 0.3621
H -2.2815 -5.6643 -0.2637
C -2.2779 5.3588 0.7566
C -3.0762 5.9972 -0.3957
N -3.2682 5.0991 -1.5376
C -1.9822 4.6255 -2.1135
C -1.1700 5.7493 -2.8071
C -4.1881 5.5265 -2.6053
C -5.5845 5.7186 -2.0310
H -1.2178 5.5620 0.6104
H -2.3451 4.2664 0.7666
H -2.6938 5.7681 1.6745
H -4.0440 6.2669 0.0247
H -2.6214 6.9084 -0.8002
H -1.3697 4.2734 -1.2801
H -2.1977 3.7879 -2.7772
H -0.2350 5.2322 -3.0388
H -1.6182 5.9391 -3.7812
H -1.0202 6.6098 -2.1670
H -4.1387 4.7804 -3.3992
H -3.8344 6.4803 -3.0146
H -5.9274 4.9668 -1.3222
H -6.3298 5.8712 -2.8135
H -5.6022 6.6892 -1.5278
C 2.0011 3.9945 -1.4480
C 1.3931 2.7309 -2.0201
N 2.0676 2.4033 -3.2959
C 3.2409 1.5730 -3.0748
C 4.3134 1.7298 -4.1608
C 1.2397 1.8701 -4.3666
C 0.1210 2.7600 -4.8858
H 2.8508 3.8465 -0.7722
H 1.2849 4.5933 -0.8744
H 2.4563 4.6671 -2.1762
H 1.4993 1.8918 -1.3235
H 0.3683 2.9129 -2.3456
H 3.7625 1.9524 -2.1855
H 2.9594 0.5572 -2.7433
H 5.2382 1.2872 -3.7891
H 4.0307 1.2096 -5.0736
H 4.4698 2.7988 -4.2759
H 0.8260 0.8940 -4.0546
H 1.9011 1.7749 -5.2297
H 0.4018 3.7958 -5.0862
H -0.6659 2.8382 -4.1232
H -0.3884 2.3873 -5.7740
*
```

Computed properties:
**Lowest unoccupied orbital energy**: -0.196 Ha
**Energy above the lowest of the compared OMol25 structures with the same formula, charge and spin**: 0.457 eV


Entry 3:
Below is a cluster of 2 separate species, C8H20 in total, with properties calculated with ωB97M-V with the def2-TZVPD basis set.

```
! wB97M-V def2-TZVPD RIJCOSX def2/J DEFGRID3
* xyz 0 1
C -3.1423 -0.0559 3.6226
C -4.9380 1.5658 2.9020
C -4.6954 -0.6694 1.8489
C -4.6014 0.0942 3.1639
H -2.4974 0.5867 2.9998
H -2.8817 -1.1098 3.4281
H -2.9405 0.1663 4.6840
H -4.2864 2.0257 2.1401
H -4.8998 2.1820 3.8160
H -5.9739 1.5621 2.5233
H -3.9365 -0.3139 1.1317
H -5.6956 -0.4328 1.4488
H -4.6043 -1.7645 1.9435
H -5.3266 -0.2734 3.9180
C 5.3975 -0.6826 -1.9266
C 4.6823 0.2164 -4.1701
C 2.8588 -0.4796 -2.4493
C 4.3001 0.1072 -2.7294
H 5.0709 -0.6101 -0.8756
H 6.4281 -0.2970 -2.0021
H 5.3968 -1.7452 -2.2227
H 4.3700 1.1348 -4.6952
H 4.2364 -0.6517 -4.6841
H 5.7807 0.1339 -4.2287
H 2.8090 -1.5371 -2.7588
H 2.1137 0.0918 -3.0280
H 2.5990 -0.4136 -1.3793
H 4.3764 1.1697 -2.4209
*
```

Computed properties:
**Lowest unoccupied orbital energy**: 0.042 Ha
**Energy above the lowest of the compared OMol25 structures with the same formula, charge and spin**: 0.520 eV


Entry 4:
Below is a structure of composition C7H14O4Rh, with properties calculated with ωB97M-V with the def2-TZVPD basis set.

```
! wB97M-V def2-TZVPD RIJCOSX def2/J DEFGRID3
* xyz 1 5
C 1.1439 3.2559 -0.5337
O 2.2039 2.7524 0.2183
C -0.1209 2.3957 -0.4459
O 0.1948 1.0646 -0.8194
C -0.1996 -0.0117 0.0934
C 0.5674 -1.2564 -0.2529
O 1.9881 -1.0770 -0.0157
C 2.7916 -2.2239 -0.2234
Rh 2.1057 0.8625 0.4026
H 1.4209 3.3364 -1.6059
H 0.8577 4.2739 -0.2022
H -0.8944 2.7726 -1.1344
H -0.5205 2.4414 0.5839
H 0.4590 -1.5312 -1.3158
H 0.2431 -2.0932 0.3826
H 3.8219 -1.9554 0.0319
H 2.4472 -3.0448 0.4222
H 2.7356 -2.5318 -1.2773
H -0.6507 0.0511 1.0960
C -3.2793 -1.1878 1.2729
O -3.0451 -0.1561 0.3193
C -2.1076 -0.3547 -0.6425
H -4.3594 -1.3858 1.3021
H -2.7349 -2.1061 0.9945
H -2.9411 -0.8553 2.2662
H -2.1274 -1.4354 -0.9171
*
```

Computed properties:
**Lowest unoccupied orbital energy (alpha / beta)**: -0.112 / -0.213 Ha


Entry 5:
Below is an isolated molecule of C6H6O, with properties calculated with ωB97M-V with the def2-TZVPD basis set.

```
! wB97M-V def2-TZVPD RIJCOSX def2/J DEFGRID3
* xyz 0 1
C 1.0813 -0.3551 0.6874
C 1.1314 -0.8760 -0.5548
C 0.0013 0.3213 1.2466
C -0.9807 0.5384 2.0933
C 0.1218 -0.3697 -1.4752
C -0.6278 0.8397 -1.2628
O -1.3484 -0.4086 -1.3724
H 1.9672 -0.3131 1.3414
H 2.0130 -1.3377 -1.0821
H -1.7117 1.2973 2.1013
H -1.1135 -0.1493 2.9142
H 0.3739 -0.6920 -2.5415
H -0.9077 1.5048 -2.0954
*
```

Computed properties:
**Lowest unoccupied orbital energy (alpha / beta)**: -0.022 / -0.009 Ha
**Energy above the lowest of the compared OMol25 structures with the same formula, charge and spin**: 6.737 eV


Entry 6:
Below is an isolated molecule of C6H6, with properties calculated with ωB97M-V with the def2-TZVPD basis set.

```
! wB97M-V def2-TZVPD RIJCOSX def2/J DEFGRID3
* xyz 0 1
C 1.2471 -0.1008 1.1194
C 0.9209 0.7084 -0.1181
C 1.6641 1.4104 -0.9399
C -0.5248 0.8257 -0.6071
C -1.0498 -0.4562 -1.0898
C -1.4738 -1.5193 -1.4638
H 0.7245 0.3070 1.9963
H 0.9203 -1.1376 0.9751
H 2.3209 -0.1031 1.3356
H -0.6310 1.5840 -1.4015
H -1.1233 1.1894 0.2363
H -1.8495 -2.4609 -1.7999
*
```

Computed properties:
**Lowest unoccupied orbital energy**: -0.006 Ha
**Energy above the lowest of the compared OMol25 structures with the same formula, charge and spin**: 5.659 eV